(1)
ORCA calculation (ωB97M-V/def2-TZVPD) on 4 unconnected molecules or ions with the total composition C15H22O12 at a distorted geometry.

```
49
Properties=species:S:1:pos:R:3:forces:R:3
C 0.488 2.094 -1.876 0.4 0.2 1.1
C -0.809 2.226 -1.051 1.5 1.2 -0.4
C -2.068 2.286 -1.859 1.4 -0.8 -2.7
O -2.986 1.546 -1.181 -1.0 -1.1 3.7
C -2.332 0.787 -0.211 0.5 -3.3 -1.1
O -2.795 -0.260 0.212 1.2 3.4 -0.2
O -0.916 1.147 -0.139 -3.8 -0.3 -0.3
H 1.343 1.980 -1.209 -0.1 0.1 0.4
H 0.732 3.003 -2.426 -0.4 -0.1 -0.3
H 0.582 1.190 -2.477 -0.7 0.2 -0.3
H -0.899 3.175 -0.523 1.1 0.0 0.7
H -1.950 1.681 -2.758 0.4 0.5 -0.7
H -2.329 3.307 -2.134 -0.4 -0.1 0.3
C 8.956 -0.116 -5.694 -0.8 0.0 -1.2
C 9.745 0.676 -6.756 0.0 -2.4 1.2
C 10.562 1.681 -6.004 -2.0 0.2 0.2
O 11.837 1.465 -6.438 3.3 2.8 -0.2
C 11.963 0.443 -7.230 1.0 -2.6 -2.5
O 12.929 0.050 -7.876 -2.1 1.3 2.0
O 10.760 -0.169 -7.242 1.0 -2.0 -1.1
H 8.511 -1.007 -6.138 0.0 0.0 0.0
H 8.143 0.494 -5.299 0.0 0.0 0.1
H 9.608 -0.423 -4.877 0.1 0.1 -0.2
H 9.273 0.922 -7.707 -0.9 0.9 0.7
H 10.597 1.400 -4.952 -0.6 0.8 0.1
H 10.060 2.603 -6.296 1.1 0.9 0.7
C -2.088 -5.623 6.846 -3.2 -0.5 -1.2
C -2.207 -6.783 7.852 0.2 3.1 1.6
C -3.561 -7.480 8.128 1.0 0.2 0.8
O -3.475 -8.498 7.167 -5.1 -0.2 -0.3
C -2.290 -8.743 6.841 4.8 -2.5 -3.8
O -1.922 -9.627 6.066 -0.8 1.8 2.1
O -1.445 -7.806 7.348 1.0 -1.7 0.0
H -2.762 -5.985 6.069 0.3 -0.3 -1.0
H -1.180 -5.348 6.310 0.3 -0.3 0.9
H -2.742 -4.778 7.061 0.7 0.5 0.9
H -1.837 -6.373 8.792 0.4 -0.7 0.3
H -4.483 -6.900 8.180 0.1 0.0 -1.0
H -3.550 -8.067 9.046 0.3 0.6 0.6
O -9.075 7.136 -1.953 0.6 -1.5 3.3
C -8.884 6.610 -0.857 1.1 0.6 -3.2
O -7.664 6.137 -0.393 0.3 1.1 -2.2
C -7.707 5.832 1.006 1.8 1.1 -2.0
C -9.140 5.643 1.065 -2.0 -2.0 3.8
O -9.789 6.300 0.056 -0.8 1.3 -1.2
H -7.129 4.911 1.087 -0.1 0.2 0.6
H -7.236 6.685 1.495 -0.2 -0.2 0.5
H -9.600 6.009 1.983 0.0 -0.5 0.2
H -9.241 4.564 0.948 -0.9 -0.1 0.1
```
Forces are in eV/Å.

## Properties
E_HOMO	-10.63	eV
lowest unoccupied orbital energy	0.29	eV
orbital gap	10.92	eV
electronic energy	-40478.588	eV
SMILES	C[C@H]1COC(=O)O1.C[C@H]1COC(=O)O1.C[C@H]1COC(=O)O1.O=C1OCCO1

(2)
ORCA calculation (ωB97M-V/def2-TZVPD) on a single C15H22O3 molecule.

```
40
Properties=species:S:1:pos:R:3:forces:R:3
C 2.395 3.010 0.217 -0.2 0.1 0.2
C 1.305 2.691 1.231 0.2 -0.2 -0.1
C 1.216 1.191 1.505 -0.3 0.4 0.2
C 0.106 0.851 2.502 0.3 -0.3 -0.2
C -0.162 -0.662 2.614 -0.3 0.3 0.0
C -0.470 -1.060 4.061 0.1 -0.2 -0.2
C -0.650 -2.561 4.260 0.0 0.2 0.1
C -1.322 -1.074 1.699 0.2 -0.5 0.6
O -1.179 -0.547 0.382 0.0 0.3 -0.4
C -0.396 -1.240 -0.482 0.1 -0.4 0.0
O 0.086 -2.309 -0.201 -0.1 0.2 0.0
C -0.201 -0.555 -1.776 0.0 0.1 -0.1
C 0.453 -1.293 -2.769 0.0 0.1 0.0
C 0.720 -0.754 -4.007 0.1 -0.1 0.0
C 0.341 0.557 -4.273 -0.1 0.0 0.1
C -0.297 1.305 -3.309 -0.1 0.1 0.1
C -0.584 0.769 -2.052 0.2 -0.3 -0.1
O -1.205 1.577 -1.176 -0.1 0.2 0.2
H 2.189 2.514 -0.729 0.0 0.0 -0.1
H 3.365 2.672 0.577 0.1 0.0 0.0
H 2.450 4.081 0.037 0.1 0.1 -0.1
H 0.345 3.045 0.847 -0.1 0.0 0.1
H 1.506 3.219 2.166 -0.1 0.0 0.1
H 1.049 0.673 0.560 0.1 -0.1 -0.1
H 2.171 0.837 1.901 0.1 -0.1 0.0
H -0.815 1.363 2.211 -0.1 0.1 0.0
H 0.393 1.241 3.481 -0.1 0.1 0.0
H 0.732 -1.204 2.288 0.0 0.0 0.0
H -1.368 -0.535 4.395 0.0 0.1 0.1
H 0.361 -0.724 4.685 0.0 0.1 0.0
H -1.566 -2.916 3.797 -0.1 -0.1 0.0
H -0.698 -2.793 5.322 0.0 -0.1 0.1
H 0.188 -3.104 3.829 0.1 -0.1 0.0
H -1.386 -2.163 1.630 -0.1 0.2 0.0
H -2.266 -0.665 2.067 0.1 0.0 0.0
H 0.741 -2.305 -2.528 0.0 -0.1 0.0
H 1.220 -1.341 -4.760 0.0 -0.1 -0.1
H 0.548 0.994 -5.239 0.0 0.1 -0.1
H -0.595 2.325 -3.497 0.0 0.1 0.0
H -1.356 1.099 -0.344 0.0 -0.1 -0.1
```
Forces are in eV/Å.

## Properties
E_HOMO	-8.81	eV
lowest unoccupied orbital energy	0.57	eV
orbital gap	9.38	eV
electronic energy	-22055.413	eV
SMILES	CCCC[C@@H](CC)COC(=O)c1ccccc1O

(3)
ORCA calculation (ωB97M-V/def2-TZVPD) on a single C15H22Si2 molecule at a distorted geometry.

```
39
Properties=species:S:1:pos:R:3:forces:R:3
C -1.196 -1.688 0.326 1.5 -0.1 -1.1
Si -1.096 -0.605 1.898 0.9 -1.9 -1.6
C -0.049 -1.684 3.016 -0.1 -1.6 -0.4
C -2.806 -0.835 2.377 -3.1 0.6 0.8
Si -0.458 1.346 0.760 0.8 1.9 1.9
C 0.881 2.444 1.583 1.1 -1.1 -1.5
C -1.943 2.507 0.780 -0.9 -2.0 -0.1
C 0.136 1.059 -0.981 -0.4 -0.9 0.2
C -0.468 1.678 -2.045 -0.8 0.9 1.3
C -0.171 1.353 -3.352 0.4 -0.3 -2.5
C 0.639 0.280 -3.638 -0.6 1.2 2.7
C 1.298 -0.366 -2.581 -0.5 0.1 1.0
C 2.194 -1.393 -2.849 1.5 -0.1 1.6
C 3.038 -1.858 -1.864 -1.3 -0.5 0.5
C 2.845 -1.467 -0.503 0.2 0.4 -1.3
C 1.878 -0.559 -0.209 -0.5 0.3 0.9
C 1.079 0.018 -1.224 0.3 0.6 -0.9
H -2.104 -2.244 0.181 -0.6 -0.4 0.4
H -1.097 -1.099 -0.605 -0.1 -0.2 0.4
H -0.348 -2.406 0.249 -0.5 0.3 0.1
H -0.542 -2.699 3.284 0.5 1.7 -0.8
H 0.820 -1.906 2.384 0.1 -0.2 0.3
H 0.309 -1.320 3.941 0.4 0.7 1.0
H -3.152 -0.083 3.120 0.0 -0.7 0.0
H -3.034 -1.892 2.733 0.4 1.4 -0.4
H -3.445 -0.624 1.479 0.4 -0.3 0.7
H 1.012 3.273 0.876 -0.1 0.1 0.2
H 0.474 2.831 2.495 0.3 0.1 0.8
H 1.915 1.966 1.616 -1.4 0.6 0.6
H -1.993 2.865 -0.216 -0.7 0.2 -1.1
H -2.843 1.911 1.061 0.3 0.4 -0.7
H -2.062 3.390 1.333 0.7 1.1 1.4
H -1.237 2.434 -1.807 0.6 -0.4 -0.6
H -0.520 1.927 -4.229 -0.3 -0.2 0.8
H 0.844 -0.076 -4.577 0.3 -0.4 -2.4
H 2.304 -1.720 -3.834 0.2 -0.6 -1.4
H 3.673 -2.701 -2.057 0.6 0.0 -0.2
H 3.531 -1.802 0.240 0.2 -0.4 0.5
H 1.693 -0.257 0.842 0.3 -0.2 -0.7
```
Forces are in eV/Å.

## Properties
E_HOMO	-8.31	eV
lowest unoccupied orbital energy	0.35	eV
orbital gap	8.66	eV
electronic energy	-31667.148	eV
SMILES	C[Si](C)(C)[Si](C)(C)c1cccc2ccccc12

(4)
ORCA calculation (ωB97M-V/def2-TZVPD) on a molecular structure, C15H23AsMnN4O6S3.

```
53
Properties=species:S:1:pos:R:3:forces:R:3
Mn -1.340 -0.415 0.072 0.0 -0.1 0.0
O -0.333 -4.752 1.011 0.1 0.0 0.0
As 0.288 -3.095 0.954 -0.1 0.0 0.1
O 1.234 -2.824 2.246 0.0 0.0 0.0
O -1.162 -2.233 0.813 0.1 -0.1 -0.1
C 1.231 -3.172 -0.755 0.0 0.0 0.0
C 1.588 -4.452 -1.173 0.0 0.0 0.0
C 2.299 -4.648 -2.348 0.0 0.0 0.0
C 2.665 -3.565 -3.131 0.0 0.0 0.0
C 2.323 -2.285 -2.730 0.0 0.0 0.0
C 1.612 -2.091 -1.554 0.0 0.0 0.0
S 1.214 -0.408 -1.149 0.0 0.0 -0.1
O 2.252 0.429 -1.677 0.0 0.0 0.0
O 1.039 -0.395 0.309 0.0 0.0 0.0
O -0.130 -0.144 -1.747 0.0 -0.1 0.1
H -1.287 -4.692 0.885 -0.1 0.0 0.0
H 1.301 -5.302 -0.572 0.0 0.0 0.0
H 2.568 -5.653 -2.647 0.0 0.0 0.0
H 3.224 -3.712 -4.046 0.0 0.0 0.0
H 2.616 -1.421 -3.312 0.0 0.0 0.0
C -2.564 0.976 -3.581 0.0 0.0 0.0
N -3.111 1.712 -2.449 0.0 0.0 0.0
C -3.217 3.087 -2.343 0.0 0.0 0.0
C -3.768 3.359 -1.144 0.0 0.0 0.0
N -4.000 2.142 -0.540 0.0 0.0 0.0
C -3.583 1.130 -1.329 0.0 0.0 0.0
S -3.639 -0.535 -0.966 0.0 0.1 0.0
H -2.285 1.696 -4.347 0.0 0.0 0.0
H -3.317 0.295 -3.971 0.0 0.0 0.0
H -1.689 0.415 -3.266 0.0 0.0 0.0
H -2.886 3.742 -3.128 0.0 0.0 0.0
H -4.005 4.295 -0.672 0.0 0.0 0.0
H -4.346 1.983 0.391 0.0 0.0 0.0
C 1.854 0.128 3.147 0.0 0.0 0.0
N 0.490 0.651 3.001 0.0 0.0 0.1
C -0.520 -0.158 3.679 0.0 0.0 0.0
C 0.170 1.561 2.090 0.0 0.0 -0.1
S -1.429 1.658 1.420 0.0 0.1 0.0
N 1.098 2.452 1.697 0.0 0.0 0.0
C 2.127 2.955 2.594 0.0 0.0 0.0
C 1.005 3.151 0.425 0.0 0.0 0.0
H 1.786 -0.959 3.096 0.0 0.0 0.0
H 2.297 0.443 4.094 0.0 0.0 0.0
H 2.464 0.457 2.312 0.0 0.0 0.0
H -0.133 -0.411 4.665 0.0 0.0 0.0
H -0.699 -1.081 3.126 0.0 0.0 0.0
H -1.445 0.401 3.777 0.0 0.0 0.0
H 1.920 2.649 3.615 0.0 0.0 0.0
H 2.112 4.046 2.552 0.0 0.0 0.0
H 3.125 2.613 2.313 0.0 0.0 0.0
H 0.477 2.544 -0.302 0.0 0.0 0.0
H 2.018 3.319 0.058 0.0 0.0 0.0
H 0.494 4.111 0.534 0.0 0.0 0.0
```
Forces are in eV/Å.

## Properties
E_HOMO (alpha / beta)	-8.15 / -8.94	eV
lowest unoccupied orbital energy (alpha / beta)	0.32 / 0.32	eV
orbital gap (alpha / beta)	8.47 / 9.26	eV
electronic energy	-158841.675	eV
spin multiplicity	6

(5)
ORCA calculation (ωB97M-V/def2-TZVPD) on a gas-phase ion, C15H23BN4O5PS (charge +1) at a distorted geometry.

```
50
Properties=species:S:1:pos:R:3:forces:R:3
C -0.499 2.957 1.200 0.1 -0.1 -0.3
C -0.971 2.014 0.063 0.7 0.1 0.0
C -0.354 0.643 0.192 0.1 0.1 0.0
C -1.073 -0.444 0.615 -0.3 0.3 0.1
C -2.540 -0.257 0.936 -0.6 -0.4 -0.7
C -3.452 -0.166 -0.320 0.0 0.8 -0.1
C -4.701 0.632 0.029 0.0 0.4 -0.4
N -4.748 2.026 -0.237 1.0 -0.3 -0.2
O -5.643 0.081 0.502 -0.6 -0.6 0.8
N -0.438 -1.679 0.774 0.4 0.6 -0.7
S -1.424 -3.025 1.331 -1.4 -2.1 2.2
C -2.786 -3.245 0.203 0.4 0.5 -0.3
O -1.879 -2.625 2.622 -0.1 0.8 -0.3
O -0.719 -4.266 1.330 0.6 0.6 -1.0
C 0.884 -1.821 0.536 0.4 -0.5 0.7
P 1.764 -3.454 0.782 -0.3 -1.6 -0.8
N 1.571 -4.290 -0.520 0.2 0.3 0.3
C 1.642 -0.742 0.070 0.3 0.5 -0.3
C 3.022 -0.852 -0.255 0.0 -0.2 0.0
C 3.732 0.227 -0.681 0.2 -0.4 -0.1
O 5.071 0.104 -0.960 -0.2 0.3 -0.2
C 3.147 1.502 -0.818 0.4 0.3 0.6
B 3.991 2.778 -1.282 0.8 -0.3 -0.2
N 4.730 2.745 -2.543 -0.8 -0.3 0.0
O 4.001 3.872 -0.474 -1.4 -0.1 -0.3
C 1.811 1.621 -0.539 0.1 -0.1 0.1
C 1.036 0.528 -0.107 -0.6 -0.3 0.1
H 0.139 2.427 1.899 -0.1 -0.1 0.3
H -1.316 3.430 1.731 -0.1 -0.1 0.1
H 0.119 3.747 0.787 0.0 0.2 0.0
H -0.593 2.411 -0.875 -0.2 0.1 -0.2
H -2.040 1.986 -0.043 -0.3 0.0 0.2
H -2.662 0.669 1.485 0.3 0.2 0.3
H -2.954 -1.028 1.572 0.1 0.1 0.2
H -2.946 0.346 -1.135 0.2 -0.2 -0.2
H -3.810 -1.131 -0.644 0.1 -0.1 -0.2
H -4.081 2.279 -0.957 0.0 0.2 0.1
H -4.557 2.581 0.590 -0.5 0.1 0.0
H -2.545 -2.835 -0.773 0.0 0.0 -0.1
H -2.926 -4.314 0.108 0.2 -0.2 0.2
H -3.664 -2.786 0.634 -0.1 0.1 0.0
H 1.317 -4.013 1.985 0.3 0.5 0.2
H 3.104 -3.150 1.049 -0.2 0.6 0.2
H 1.104 -5.168 -0.327 -0.1 0.0 -0.3
H 3.556 -1.782 -0.193 0.0 -0.1 0.0
H 5.200 -0.540 -1.664 0.1 -0.2 0.1
H 5.064 1.803 -2.722 0.0 0.0 0.0
H 4.111 2.941 -3.329 0.3 0.4 -0.1
H 3.852 4.676 -0.987 0.8 0.3 0.2
H 1.350 2.586 -0.638 -0.1 0.2 0.0
```
Forces are in eV/Å.

## Properties
E_HOMO	-11.96	eV
lowest unoccupied orbital energy	-5.01	eV
orbital gap	6.95	eV
electronic energy	-52919.464	eV
net charge	+1
SMILES	CCc1c(CCC(N)=O)[n+](S(C)(=O)=O)c([PH2]=N)c2cc(O)c(B(N)O)cc12

> Number 3 is which compound?

C15H22Si2

Repeat the third record exactly.
ORCA calculation (ωB97M-V/def2-TZVPD) on a single C15H22Si2 molecule at a distorted geometry.

```
39
Properties=species:S:1:pos:R:3:forces:R:3
C -1.196 -1.688 0.326 1.5 -0.1 -1.1
Si -1.096 -0.605 1.898 0.9 -1.9 -1.6
C -0.049 -1.684 3.016 -0.1 -1.6 -0.4
C -2.806 -0.835 2.377 -3.1 0.6 0.8
Si -0.458 1.346 0.760 0.8 1.9 1.9
C 0.881 2.444 1.583 1.1 -1.1 -1.5
C -1.943 2.507 0.780 -0.9 -2.0 -0.1
C 0.136 1.059 -0.981 -0.4 -0.9 0.2
C -0.468 1.678 -2.045 -0.8 0.9 1.3
C -0.171 1.353 -3.352 0.4 -0.3 -2.5
C 0.639 0.280 -3.638 -0.6 1.2 2.7
C 1.298 -0.366 -2.581 -0.5 0.1 1.0
C 2.194 -1.393 -2.849 1.5 -0.1 1.6
C 3.038 -1.858 -1.864 -1.3 -0.5 0.5
C 2.845 -1.467 -0.503 0.2 0.4 -1.3
C 1.878 -0.559 -0.209 -0.5 0.3 0.9
C 1.079 0.018 -1.224 0.3 0.6 -0.9
H -2.104 -2.244 0.181 -0.6 -0.4 0.4
H -1.097 -1.099 -0.605 -0.1 -0.2 0.4
H -0.348 -2.406 0.249 -0.5 0.3 0.1
H -0.542 -2.699 3.284 0.5 1.7 -0.8
H 0.820 -1.906 2.384 0.1 -0.2 0.3
H 0.309 -1.320 3.941 0.4 0.7 1.0
H -3.152 -0.083 3.120 0.0 -0.7 0.0
H -3.034 -1.892 2.733 0.4 1.4 -0.4
H -3.445 -0.624 1.479 0.4 -0.3 0.7
H 1.012 3.273 0.876 -0.1 0.1 0.2
H 0.474 2.831 2.495 0.3 0.1 0.8
H 1.915 1.966 1.616 -1.4 0.6 0.6
H -1.993 2.865 -0.216 -0.7 0.2 -1.1
H -2.843 1.911 1.061 0.3 0.4 -0.7
H -2.062 3.390 1.333 0.7 1.1 1.4
H -1.237 2.434 -1.807 0.6 -0.4 -0.6
H -0.520 1.927 -4.229 -0.3 -0.2 0.8
H 0.844 -0.076 -4.577 0.3 -0.4 -2.4
H 2.304 -1.720 -3.834 0.2 -0.6 -1.4
H 3.673 -2.701 -2.057 0.6 0.0 -0.2
H 3.531 -1.802 0.240 0.2 -0.4 0.5
H 1.693 -0.257 0.842 0.3 -0.2 -0.7
```
Forces are in eV/Å.

## Properties
E_HOMO	-8.31	eV
lowest unoccupied orbital energy	0.35	eV
orbital gap	8.66	eV
electronic energy	-31667.148	eV
SMILES	C[Si](C)(C)[Si](C)(C)c1cccc2ccccc12

> Which formula does entry 3 have?

C15H22Si2

> electronic energy of number 1 (C15H22O12)?

-40478.588 eV